# C3H29BO12S

A cluster of 11 separate species, C3H29BO12S in total at a distorted geometry (wB97M-V/def2-TZVPD, OMol25).

```
46
C3H29BO12S wB97M-V/def2-TZVPD
C -1.4996 -0.2730 -2.8536
C -1.7846 -1.6813 -2.3096
B -1.2823 -1.8421 -0.8466
C 0.2894 -1.7037 -0.5499
S 0.4269 -0.2972 0.4725
O -0.8413 0.3856 0.4258
O 1.5517 0.5126 0.0971
H -0.5336 0.1073 -2.5455
H -2.2644 0.4412 -2.5898
H -1.4783 -0.3341 -3.9328
H -2.8445 -1.8637 -2.3257
H -1.2430 -2.3882 -2.9336
H -2.0251 -2.0447 0.0622
H 0.6843 -2.5794 -0.0533
H 0.8034 -1.4800 -1.4751
H 0.5502 -0.7601 1.7361
O -0.9209 3.2462 1.1699
H -1.7370 3.2472 1.6953
H -0.9245 2.3662 0.7554
O 2.7530 0.4257 -3.0282
H 2.5361 0.5811 -2.1013
H 3.6934 0.2159 -3.0213
O 4.6841 2.4377 -1.4597
H 4.4520 2.1980 -2.3650
H 3.9639 2.0822 -0.9276
O 2.6624 4.3910 -2.6060
H 3.4380 4.3208 -2.0364
H 1.9848 3.8802 -2.1509
O -2.1992 2.6581 3.5983
H -2.3604 2.7522 4.5437
H -1.2423 2.5454 3.5278
O -4.4447 -0.9932 -3.9029
H -4.4174 -0.2744 -4.5431
H -5.2771 -1.4440 -4.0786
O -2.6394 -0.6592 3.9396
H -2.1874 -0.5538 3.0934
H -2.8453 0.2460 4.2001
O 0.7910 -3.3535 1.8952
H 1.5717 -3.3829 2.4577
H 0.1157 -3.8359 2.3898
O 4.2247 0.2860 1.8108
H 4.6769 1.1085 2.0255
H 3.5856 0.5260 1.1301
O -0.9514 -3.3783 4.4195
H -1.3143 -2.4869 4.4300
H -0.1150 -3.3005 4.8904
```

## Properties
* molar mass: 300.132 g mol⁻¹
* spin multiplicity: 1
* E: -1457.55884 hartree
* total charge: 0
* LUMO energy: -0.0052 Eh
* SMILES: CCBC[SH](=O)=O.O.O.O.O.O.O.O.O.O.O